No. 1
Computed, not measured: a structure of composition C35H39N5O7PtSSeSi, with ωB97M-V/def2-TZVPD.

Geometry as XYZ:
```
90
Properties=species:S:1:pos:R:3:forces:R:3:mulliken_charge:R:1
H 0.998 3.485 1.647 0.082 -0.027 0.047 -0.101
C 3.425 -1.139 -3.659 -0.009 0.005 -0.038 -0.590
H -4.587 -2.161 1.570 0.047 -0.032 -0.008 0.535
C 3.251 0.144 -4.155 0.000 -0.006 0.008 -0.608
C -5.126 1.162 -0.302 -0.002 0.010 -0.021 -0.446
H 2.328 -1.586 2.106 0.003 -0.032 0.070 0.371
C 2.934 1.451 0.116 -0.020 0.069 -0.001 0.089
O 5.076 -0.583 -0.927 0.011 -0.021 0.005 -0.754
H 0.195 3.437 -1.257 -0.009 0.033 0.046 0.338
C -3.787 -0.740 0.193 -0.008 0.024 -0.014 0.381
H 0.019 0.592 -3.298 0.036 -0.202 -0.138 0.936
H 5.249 0.880 5.786 -0.004 0.005 -0.001 0.223
H -2.174 -1.961 -2.313 -0.031 -0.052 0.030 0.642
O -2.525 -1.300 0.063 0.079 0.121 0.027 1.424
C -5.998 -0.608 1.088 0.006 0.008 -0.019 -0.983
C 0.969 0.087 -3.395 -0.006 -0.110 -0.083 -0.391
H -1.012 3.083 -2.532 -0.002 -0.030 0.026 0.471
H -7.107 1.130 0.496 -0.003 -0.001 -0.005 0.350
C -1.181 -5.160 0.400 -0.008 0.008 0.015 -1.034
H 0.963 1.641 3.344 -0.057 0.023 -0.023 -0.008
C 4.207 -0.706 1.528 -0.015 -0.011 0.017 -0.747
N 1.829 1.772 0.789 -0.027 -0.048 0.175 0.190
H 2.619 -1.151 4.474 0.007 -0.022 -0.029 0.367
H 4.396 -1.615 -3.712 -0.005 0.003 0.003 0.300
H 2.729 1.668 3.362 -0.009 0.049 -0.003 -0.056
C -3.049 -3.638 -0.011 -0.015 0.058 0.034 -1.050
O -1.597 0.299 4.120 0.093 0.006 -0.142 -0.778
C 3.246 -1.120 2.443 0.023 -0.020 -0.060 0.027
H 6.062 0.296 1.234 0.008 -0.005 0.000 0.448
C -1.338 -1.319 -2.593 0.022 -0.019 -0.004 -1.879
C -0.736 -2.736 0.264 0.144 -0.008 -0.311 1.125
H -1.350 -1.258 -3.686 0.005 0.003 0.000 0.533
H -2.003 2.054 1.955 0.050 -0.033 0.025 0.096
C -0.423 2.663 -1.712 0.101 0.040 0.138 -0.972
H 6.420 0.687 3.671 0.003 0.003 -0.004 0.257
H 0.737 -4.274 0.624 0.004 0.000 -0.031 0.479
C 1.133 -1.192 -2.871 0.019 -0.005 -0.014 -0.534
H -1.542 -0.336 -2.178 0.001 -0.072 -0.063 -0.197
O 0.448 -1.465 3.854 -0.014 -0.142 -0.049 -0.562
C -0.017 -3.385 -2.594 0.040 -0.015 0.053 -1.996
H 0.838 -3.945 -2.210 0.007 -0.003 -0.006 0.375
O -0.726 -0.396 1.676 -0.287 0.421 -0.222 -1.061
H 0.259 1.910 -2.103 -0.021 0.221 0.154 -0.156
C -1.695 2.762 1.182 -0.117 -0.069 0.250 -0.697
C -2.168 -2.538 0.105 -0.006 -0.056 0.009 0.583
Si -1.540 1.903 -0.440 0.392 -0.191 -0.031 0.715
Se -0.975 -0.938 3.275 -0.169 0.381 0.254 0.666
C 4.563 -0.229 4.241 0.008 -0.047 -0.018 1.068
N 4.080 2.075 0.024 -0.048 0.040 -0.095 -0.530
C 2.378 -1.796 -3.033 -0.029 -0.036 -0.062 -0.427
H -6.785 -1.012 1.712 0.003 0.000 0.002 0.368
H 2.562 -2.773 -2.612 -0.002 0.020 -0.031 0.084
O 3.337 -2.226 -0.367 0.012 0.021 0.015 -0.842
C 3.420 -0.885 3.794 0.065 -0.015 0.036 -0.966
C -0.320 -4.117 0.442 0.011 0.011 0.049 -0.406
H -0.604 -2.185 1.236 -0.018 -0.086 -0.030 -1.581
C 4.094 3.257 0.742 -0.012 0.028 -0.004 -0.675
N 4.736 0.026 5.619 0.011 0.017 -0.007 -0.677
H -4.095 -3.470 -0.219 -0.023 0.012 0.022 0.628
H 3.850 0.063 6.103 -0.004 -0.013 0.000 0.262
C 1.838 2.277 3.194 0.047 -0.009 0.011 -0.715
C -0.003 -1.912 -2.137 0.061 -0.035 -0.008 3.745
H -0.843 -6.178 0.541 -0.003 0.004 0.012 0.430
C 3.110 3.692 1.540 0.022 -0.025 0.006 -0.823
C -2.550 -4.900 0.131 0.021 0.029 -0.017 -0.709
C 2.013 0.752 -4.022 0.000 -0.006 -0.002 -0.600
C -6.165 0.598 0.420 -0.003 0.004 0.008 -0.537
C 1.884 2.847 1.775 -0.099 0.040 0.003 0.289
H -2.474 3.528 1.083 0.019 -0.033 -0.033 0.505
C 5.350 -0.059 1.967 0.020 0.049 -0.010 -0.390
N 2.687 0.193 -0.516 0.016 0.170 -0.195 0.111
S 3.869 -0.889 -0.206 0.029 -0.063 0.215 1.523
H 4.079 0.674 -4.610 0.000 0.001 0.002 0.332
C -3.870 0.537 -0.405 0.012 -0.108 0.043 -0.035
H 4.992 3.858 0.613 -0.003 0.001 -0.002 0.413
C -4.783 -1.273 0.985 0.009 -0.043 0.016 -1.057
Pt 0.830 -0.063 0.358 -0.072 -0.248 -0.158 0.653
H -5.240 2.131 -0.773 0.000 0.002 -0.009 0.447
H -0.927 -3.883 -2.252 -0.011 -0.016 0.037 0.359
H 3.200 4.638 2.064 0.004 -0.008 0.013 0.350
O -2.056 -2.140 3.035 0.033 -0.121 0.026 -0.607
N -2.807 1.099 -1.035 -0.230 0.185 -0.014 -0.471
H 1.819 3.087 3.932 -0.007 0.002 -0.007 0.588
C 0.300 -1.844 -0.589 -0.124 0.029 0.062 -0.157
H 1.225 -2.416 -0.494 -0.022 -0.004 0.057 1.253
H -0.774 3.242 1.499 -0.012 -0.041 -0.008 0.149
C 5.534 0.165 3.323 0.007 0.013 0.000 -0.840
H -3.231 -5.738 0.032 -0.003 0.002 0.007 0.384
H 1.859 1.762 -4.386 0.000 0.013 -0.002 0.376
H 0.005 -3.442 -3.686 -0.023 0.004 0.000 0.406
```
Forces are in eV/Å.

## Properties
- E_tot: -146014.371 eV
- HOMO energy: -0.064 hartree
- Total charge: -2
- Max |F|: 0.556 eV/A
- Orbital gap: 5.36 eV


No. 2
Computed, not measured: a structure of composition C25H37CsN3O3 at a distorted geometry, with ωB97M-V/def2-TZVPD.

Geometry as XYZ:
```
69
Properties=species:S:1:pos:R:3:forces:R:3:mulliken_charge:R:1
H 0.209 -5.659 2.111 0.006 0.314 -0.082 0.418
N -4.615 -0.606 -1.656 0.557 0.110 -0.228 -0.533
O -1.787 3.416 -2.733 -0.315 0.035 0.287 -0.552
C 2.929 3.335 -1.561 -1.790 -1.300 2.363 -1.253
C -0.730 -0.671 2.095 -0.046 0.019 0.415 -1.342
C -0.572 -3.168 2.773 -0.295 0.202 -0.847 -0.889
H 0.704 3.353 -1.639 1.382 -0.728 1.122 0.978
H 2.515 -5.804 2.491 -0.029 0.300 0.120 0.333
Cs 0.655 5.101 0.331 -0.897 3.306 1.120 1.103
C 2.683 2.087 1.112 -1.433 1.178 -2.315 -1.023
H -2.801 1.670 1.017 0.020 -0.245 -0.084 0.517
H -3.027 1.715 -2.976 0.177 0.168 0.188 0.290
H -0.616 2.956 0.831 0.463 -1.525 0.423 0.271
O -1.271 1.596 -0.918 0.990 -0.729 -0.349 -0.198
H 0.974 -5.382 0.565 -0.072 0.270 0.128 0.377
H -1.578 0.926 -4.950 -0.017 0.303 -0.306 0.357
C 5.418 3.164 -1.377 -0.651 -0.441 0.141 -1.534
C -2.778 0.612 1.304 -0.248 -0.147 -0.050 -1.254
H -2.611 3.904 -2.815 -0.066 -0.078 -0.018 0.347
C -1.459 -1.897 2.725 0.547 0.264 0.632 -0.923
H 0.235 -3.021 3.502 -0.284 -0.095 0.045 0.245
H 0.770 -2.844 1.039 -0.387 0.051 -0.077 -0.302
H -1.657 -1.630 3.774 -0.174 -0.109 -0.287 0.396
H -2.220 2.629 -5.182 0.008 -0.448 -0.153 0.405
H -4.754 -0.171 -2.563 -0.300 0.194 0.176 0.375
C -1.559 1.968 -4.612 -0.365 0.023 0.896 -1.476
H -0.749 -3.763 0.697 0.189 0.456 0.035 0.121
C -0.988 1.248 -2.271 -1.575 0.628 -1.284 -0.432
H 3.060 3.760 -2.552 -0.033 -0.032 0.191 0.403
H -3.828 -1.240 -1.777 -0.352 -0.479 0.600 0.298
H -4.102 -1.138 0.914 0.255 0.203 -0.106 0.287
H -2.443 -2.088 2.280 0.322 -0.041 -0.168 0.289
N -1.827 -2.046 -0.864 0.028 1.097 0.871 -0.828
H 4.166 -3.988 1.930 -0.148 0.113 -0.243 0.332
H 5.313 3.836 -2.233 0.350 0.123 0.308 0.358
C -4.380 0.357 -0.685 0.905 0.310 0.212 0.306
C 0.630 0.101 -0.467 1.020 0.326 -0.922 -0.154
H -0.678 0.120 2.858 -0.020 -0.159 -0.226 0.641
H 3.608 -4.937 0.570 -0.281 0.271 -0.011 0.305
H -4.891 0.359 1.353 0.138 -0.099 -0.207 0.619
H 2.527 1.622 2.080 0.362 0.044 -0.111 0.470
H 0.122 1.808 2.043 0.263 0.020 -0.226 0.286
C 2.188 -4.784 2.232 0.292 -0.525 -0.454 -0.500
N 1.577 -0.363 -0.952 -1.394 0.282 0.813 -0.736
C -4.057 -0.052 0.764 -0.596 -0.070 -0.206 -0.802
C 3.281 -4.197 1.311 0.141 -0.177 0.557 -1.045
C -1.440 -0.050 0.858 0.149 -0.966 -0.082 3.380
H 2.982 -3.267 0.811 0.039 -0.222 0.047 0.228
H 6.098 3.535 -0.606 0.093 0.061 -0.385 0.404
H -1.225 -3.997 3.083 0.353 0.152 0.240 0.415
H 4.806 2.080 1.092 0.117 0.192 -0.356 0.425
H -2.842 0.577 2.400 0.175 -0.042 -0.247 0.477
C 0.810 -4.924 1.552 0.311 0.241 0.348 -0.956
O -4.388 1.544 -0.935 -0.525 0.228 -0.132 -0.585
H -0.002 1.591 -2.615 0.012 -0.385 0.449 0.264
C 3.925 2.364 0.522 -0.512 0.084 -0.411 -0.800
H -0.553 2.400 -4.693 -0.145 -0.314 -0.015 0.344
C 0.050 -3.578 1.424 -0.027 -1.216 0.211 0.502
H 2.162 -4.227 3.178 -0.254 -0.042 -0.234 0.311
C -1.995 2.043 -3.126 1.430 0.478 -0.633 0.393
C 1.629 3.091 -1.007 1.104 -2.392 0.354 -1.214
H 5.800 2.216 -1.782 0.014 0.188 0.250 0.301
C 4.036 2.942 -0.769 0.645 0.078 0.001 1.119
H -1.160 0.188 -2.502 0.390 0.081 0.377 0.268
C 1.525 2.430 0.354 -0.423 0.213 -0.702 1.199
H 0.309 -0.968 1.893 -0.235 0.199 -0.281 0.567
C 0.080 2.069 0.985 1.125 0.960 -2.291 -1.435
C -1.685 -1.189 -0.096 -0.193 -0.243 -0.572 -0.998
C -0.505 0.939 0.061 -0.289 -0.516 1.376 1.039
```
Forces are in eV/Å.

## Properties
- E_tot: -37678.831 eV
- HOMO energy: -0.443 hartree
- Total charge: +1
- Max |F|: 3.604 eV/A
- Orbital gap: 8.98 eV